Entry 1:
{"formula": "C6H12O", "method": "wB97M-V/def2-TZVPD", "charge": 0, "mol_weight_g_mol": 100.161, "homo_energy_ev": -8.9, "gap_ev": 9.864, "elements": ["C", "C", "O", "C", "C", "C", "C", "H", "H", "H", "H", "H", "H", "H", "H", "H", "H", "H", "H"], "positions_angstrom": [[0.61, -1.96, -0.95], [-0.38, -0.63, -0.92], [-1.17, -1.32, 0.07], [-0.54, -0.57, 1.09], [-0.09, 0.54, 0.12], [-1.10, 1.71, 0.17], [1.32, 1.08, 0.23], [0.26, -2.57, -1.78], [1.64, -1.68, -1.02], [0.55, -2.68, -0.07], [-1.07, -0.24, -1.72], [0.31, -1.06, 1.59], [-1.34, -0.36, 1.79], [-2.14, 1.37, 0.12], [-0.94, 2.45, -0.62], [-0.99, 2.25, 1.13], [1.56, 1.73, -0.62], [2.05, 0.27, 0.25], [1.45, 1.68, 1.14]]}



Entry 2:
{"formula": "C6H12O", "method": "wB97M-V/def2-TZVPD", "charge": 0, "mol_weight_g_mol": 100.161, "homo_energy_ev": -9.8, "gap_ev": 10.711, "elements": ["C", "C", "C", "C", "C", "C", "O", "H", "H", "H", "H", "H", "H", "H", "H", "H", "H", "H", "H"], "positions_angstrom": [[-2.48, 0.20, 0.36], [-0.99, 0.04, 0.07], [-0.53, -1.32, -0.34], [0.14, -0.65, 0.83], [1.59, -0.22, 0.59], [1.79, 1.00, -0.29], [1.71, 0.58, -1.65], [-2.98, 0.05, -0.60], [-2.90, -0.54, 1.05], [-2.75, 1.21, 0.70], [-0.64, 0.87, -0.53], [0.05, -1.43, -1.25], [-1.22, -2.12, -0.12], [-0.05, -1.06, 1.82], [2.10, -1.04, 0.09], [2.11, -0.07, 1.54], [1.01, 1.74, -0.06], [2.77, 1.46, -0.09], [1.54, 1.35, -2.21]]}



Entry 3:
{"formula": "C6H12O", "method": "wB97M-V/def2-TZVPD", "charge": 0, "mol_weight_g_mol": 100.161, "homo_energy_ev": -9.3, "gap_ev": 10.280, "elements": ["C", "C", "C", "O", "C", "C", "C", "H", "H", "H", "H", "H", "H", "H", "H", "H", "H", "H", "H"], "positions_angstrom": [[1.60, -0.14, -1.32], [0.28, -0.89, -1.36], [-0.21, -1.26, 0.00], [-0.06, -2.33, 0.52], [-0.86, -0.07, 0.82], [-1.44, 1.09, 0.03], [0.16, 0.42, 1.86], [1.48, 0.86, -0.92], [2.00, -0.05, -2.33], [2.33, -0.67, -0.71], [-0.48, -0.34, -1.92], [0.44, -1.88, -1.90], [-1.67, -0.56, 1.37], [-0.67, 1.65, -0.49], [-1.95, 1.78, 0.71], [-2.18, 0.74, -0.70], [0.57, -0.42, 2.41], [0.98, 0.96, 1.37], [-0.32, 1.10, 2.56]]}



Entry 4:
{"formula": "C6H12O", "method": "wB97M-V/def2-TZVPD", "charge": 0, "mol_weight_g_mol": 100.161, "homo_energy_ev": [-5.6, -5.1], "gap_ev": [5.103, 3.834], "elements": ["C", "C", "O", "C", "C", "C", "C", "H", "H", "H", "H", "H", "H", "H", "H", "H", "H", "H", "H"], "positions_angstrom": [[1.84, -0.84, -0.04], [1.09, 0.30, 0.51], [1.10, 0.56, 1.85], [0.23, 1.22, -0.24], [-1.27, 1.07, 0.11], [-1.69, -0.44, 0.03], [-1.04, -1.21, -1.03], [2.16, -0.61, -1.07], [1.15, -1.76, -0.13], [2.72, -1.12, 0.56], [1.99, 0.72, 2.19], [0.51, 2.26, 0.03], [0.36, 1.05, -1.31], [-1.45, 1.44, 1.12], [-1.85, 1.69, -0.59], [-2.78, -0.47, -0.09], [-1.46, -0.85, 1.04], [-1.59, -1.53, -1.91], [-0.01, -1.47, -1.03]]}



Entry 5:
{"formula": "C6H12O", "method": "wB97M-V/def2-TZVPD", "charge": 0, "mol_weight_g_mol": 100.161, "homo_energy_ev": -9.4, "gap_ev": 10.516, "elements": ["C", "C", "C", "C", "C", "C", "O", "H", "H", "H", "H", "H", "H", "H", "H", "H", "H", "H", "H"], "positions_angstrom": [[-0.26, -0.10, -2.52], [0.35, -0.92, -1.38], [-0.23, -0.58, 0.01], [0.78, -0.50, 1.15], [0.06, 0.40, 2.15], [-0.59, 1.41, 1.20], [-0.84, 0.71, -0.01], [-1.34, -0.23, -2.60], [-0.07, 0.96, -2.37], [0.18, -0.40, -3.47], [0.21, -1.99, -1.58], [1.43, -0.74, -1.37], [-1.01, -1.31, 0.27], [1.06, -1.48, 1.56], [1.70, -0.01, 0.80], [0.73, 0.88, 2.86], [-0.69, -0.16, 2.71], [-1.54, 1.81, 1.58], [0.07, 2.25, 1.00]]}



Entry 6:
{"formula": "C6H12O", "method": "wB97M-V/def2-TZVPD", "charge": 0, "mol_weight_g_mol": 100.161, "homo_energy_ev": -8.6, "gap_ev": 9.345, "elements": ["C", "C", "C", "C", "H", "H", "H", "H", "H", "H", "H", "H", "C", "C", "O", "H", "H", "H", "H"], "positions_angstrom": [[-2.06, 0.08, 1.20], [-0.91, 0.94, 0.80], [-0.41, 1.01, -0.43], [-0.83, 0.22, -1.64], [-1.70, -0.82, 1.70], [-2.66, -0.23, 0.34], [-2.72, 0.59, 1.92], [-0.45, 1.53, 1.59], [0.34, 1.76, -0.57], [-1.14, -0.78, -1.33], [-1.67, 0.68, -2.17], [0.00, 0.13, -2.35], [2.50, 0.09, -0.27], [1.93, -1.06, 0.05], [1.45, -1.29, 1.31], [2.67, 0.88, 0.47], [2.92, 0.25, -1.26], [1.76, -1.86, -0.67], [1.00, -2.14, 1.32]]}



Entry 7:
{"formula": "C6H12O", "method": "wB97M-V/def2-TZVPD", "charge": 0, "mol_weight_g_mol": 100.161, "homo_energy_ev": -9.0, "gap_ev": 10.022, "elements": ["C", "C", "C", "C", "C", "C", "O", "H", "H", "H", "H", "H", "H", "H", "H", "H", "H", "H", "H"], "positions_angstrom": [[2.43, 0.24, 0.70], [1.63, -0.38, -0.46], [0.31, 0.31, -0.62], [-0.90, -0.04, -1.40], [-1.09, 0.09, 0.08], [-2.29, -0.75, 0.63], [-1.27, 1.37, 0.68], [3.34, -0.33, 0.89], [1.84, 0.26, 1.63], [2.73, 1.28, 0.48], [1.44, -1.44, -0.27], [2.21, -0.28, -1.38], [0.47, 1.40, -0.70], [-0.89, -1.08, -1.73], [-1.40, 0.66, -2.07], [-3.15, -0.21, 0.18], [-2.45, -0.67, 1.71], [-2.40, -1.79, 0.32], [-0.56, 1.34, 1.34]]}



Entry 8:
{"formula": "C6H12O", "method": "wB97M-V/def2-TZVPD", "charge": 0, "mol_weight_g_mol": 100.161, "homo_energy_ev": -9.3, "gap_ev": 10.437, "elements": ["C", "C", "O", "C", "C", "C", "C", "H", "H", "H", "H", "H", "H", "H", "H", "H", "H", "H", "H"], "positions_angstrom": [[-0.64, -0.69, 2.74], [-0.62, -0.52, 1.24], [0.61, 0.06, 0.80], [0.41, 1.05, -0.16], [1.41, 1.23, -1.25], [0.04, 0.67, -1.57], [-0.07, -0.79, -1.95], [-0.48, 0.28, 3.23], [0.14, -1.38, 3.06], [-1.61, -1.09, 3.05], [-1.45, 0.14, 0.94], [-0.78, -1.49, 0.75], [-0.05, 1.96, 0.24], [2.24, 0.53, -1.29], [1.67, 2.24, -1.55], [-0.65, 1.33, -2.09], [-1.08, -1.19, -1.80], [0.19, -0.92, -3.01], [0.63, -1.38, -1.35]]}



Entry 9:
{"formula": "C6H12O", "method": "wB97M-V/def2-TZVPD", "charge": 0, "mol_weight_g_mol": 100.161, "homo_energy_ev": -9.8, "gap_ev": 11.026, "elements": ["C", "C", "C", "C", "C", "C", "O", "H", "H", "H", "H", "H", "H", "H", "H", "H", "H", "H", "H"], "positions_angstrom": [[2.59, -0.33, 0.26], [1.50, 0.41, -0.51], [0.10, 0.17, 0.02], [-1.02, 1.06, -0.50], [-2.22, 0.20, -0.05], [-1.48, -1.13, 0.60], [-0.32, -1.17, -0.22], [2.61, -0.03, 1.31], [2.43, -1.41, 0.21], [3.58, -0.11, -0.17], [1.70, 1.49, -0.49], [1.53, 0.11, -1.57], [-0.12, 0.23, 1.13], [-0.97, 2.05, -0.04], [-0.97, 1.19, -1.59], [-2.71, -0.25, -0.92], [-2.99, 0.79, 0.48], [-1.09, -1.32, 1.63], [-2.15, -1.96, 0.42]]}



Entry 10:
{"formula": "C6H12O", "method": "wB97M-V/def2-TZVPD", "charge": 0, "mol_weight_g_mol": 100.161, "homo_energy_ev": -8.5, "gap_ev": 9.446, "elements": ["C", "C", "C", "C", "C", "C", "O", "H", "H", "H", "H", "H", "H", "H", "H", "H", "H", "H", "H"], "positions_angstrom": [[-1.74, -0.90, -2.04], [-0.59, -0.10, -1.41], [-0.26, -0.62, -0.01], [1.62, 0.05, 0.30], [1.36, 0.31, 1.66], [0.28, 1.18, 1.97], [-1.00, -0.19, 0.93], [-1.46, -1.95, -2.15], [-2.63, -0.86, -1.41], [-1.99, -0.51, -3.03], [0.28, -0.12, -2.07], [-0.90, 0.95, -1.28], [0.02, -1.69, 0.00], [2.43, -0.65, 0.08], [1.59, 0.89, -0.38], [1.57, 1.50, 2.21], [1.62, -0.41, 2.43], [-0.20, 1.17, 2.94], [0.01, 1.95, 1.25]]}



Entry 11:
{"formula": "C6H12O", "method": "wB97M-V/def2-TZVPD", "charge": 0, "mol_weight_g_mol": 100.161, "homo_energy_ev": -9.5, "gap_ev": 10.560, "elements": ["C", "C", "C", "C", "C", "C", "O", "H", "H", "H", "H", "H", "H", "H", "H", "H", "H", "H", "H"], "positions_angstrom": [[2.22, -1.32, 0.60], [2.08, 0.21, 0.55], [1.06, 0.69, -0.50], [-0.29, 0.11, -0.30], [-1.45, 0.74, -0.30], [-2.76, 0.08, -0.53], [-3.85, 0.46, 0.30], [1.46, -1.74, 1.26], [2.03, -1.75, -0.39], [3.20, -1.61, 0.95], [3.05, 0.68, 0.41], [1.74, 0.59, 1.52], [1.17, 1.76, -0.64], [1.34, 0.30, -1.49], [-0.34, -0.97, -0.18], [-1.44, 1.83, -0.37], [-3.09, 0.36, -1.53], [-2.63, -1.01, -0.55], [-3.52, 0.59, 1.19]]}



Entry 12:
{"formula": "C6H12O", "method": "wB97M-V/def2-TZVPD", "charge": 0, "mol_weight_g_mol": 100.161, "homo_energy_ev": -9.7, "gap_ev": 10.715, "elements": ["C", "C", "C", "C", "O", "C", "C", "H", "H", "H", "H", "H", "H", "H", "H", "H", "H", "H", "H"], "positions_angstrom": [[-2.49, -0.61, 0.29], [-1.11, -0.78, -0.36], [-0.05, 0.15, 0.16], [-0.31, 1.59, -0.22], [-0.10, 2.54, 0.51], [1.30, -0.31, -0.39], [2.48, 0.33, 0.31], [-2.16, -1.60, 0.65], [-2.61, 0.09, 1.12], [-3.38, -0.65, -0.35], [-0.73, -1.85, 0.00], [-1.19, -0.87, -1.44], [-0.05, 0.11, 1.26], [-0.67, 1.75, -1.26], [1.33, -0.10, -1.47], [1.34, -1.40, -0.29], [3.43, -0.02, -0.12], [2.48, 0.07, 1.38], [2.45, 1.42, 0.24]]}